Entry 1:
{"formula": "C27H33N5O5S", "method": "ωB97M-V with the def2-TZVPD basis set", "symbols": ["C", "C", "C", "C", "N", "C", "N", "C", "N", "C", "C", "C", "C", "C", "C", "C", "O", "C", "C", "O", "C", "S", "C", "C", "O", "N", "C", "C", "C", "C", "C", "C", "C", "C", "O", "N", "C", "O", "H", "H", "H", "H", "H", "H", "H", "H", "H", "H", "H", "H", "H", "H", "H", "H", "H", "H", "H", "H", "H", "H", "H", "H", "H", "H", "H", "H", "H", "H", "H", "H", "H"], "xyz": [[6.278, 2.860, 1.655], [4.775, 2.610, 1.679], [4.391, 1.261, 2.289], [4.876, 0.059, 1.470], [4.314, 0.043, 0.128], [2.992, -0.260, -0.084], [2.268, -0.792, 0.918], [2.435, -0.091, -1.334], [1.046, -0.333, -1.548], [0.694, -1.689, -1.958], [-0.719, -2.116, -1.656], [-1.472, -2.694, -2.665], [-2.726, -3.224, -2.420], [-3.242, -3.181, -1.141], [-2.520, -2.588, -0.120], [-1.267, -2.045, -0.367], [-0.507, -1.438, 0.604], [-1.020, -1.384, 1.921], [0.187, 0.686, -1.730], [-0.957, 0.551, -2.132], [0.684, 2.048, -1.280], [0.668, 2.149, 0.545], [-0.993, 2.835, 0.870], [-2.091, 1.806, 1.124], [-2.445, 1.556, 2.260], [-2.627, 1.280, 0.001], [-3.755, 0.456, -0.119], [-4.083, 0.016, -1.399], [-5.209, -0.761, -1.588], [-6.010, -1.108, -0.514], [-5.688, -0.679, 0.768], [-6.559, -1.051, 1.930], [-4.561, 0.107, 0.958], [3.222, 0.325, -2.458], [2.825, 0.524, -3.588], [4.571, 0.505, -2.138], [5.162, 0.403, -0.912], [6.343, 0.602, -0.746], [6.479, 3.882, 1.343], [6.705, 2.714, 2.645], [6.773, 2.193, 0.955], [4.289, 3.391, 2.268], [4.376, 2.675, 0.664], [3.303, 1.238, 2.390], [4.826, 1.179, 3.287], [5.958, 0.115, 1.342], [4.641, -0.882, 1.975], [2.551, -0.670, 1.872], [1.278, -0.918, 0.735], [1.385, -2.356, -1.432], [0.871, -1.788, -3.035], [-1.060, -2.735, -3.663], [-3.290, -3.673, -3.223], [-4.212, -3.601, -0.925], [-2.951, -2.550, 0.867], [-1.977, -0.862, 1.964], [-1.128, -2.388, 2.342], [-0.293, -0.822, 2.505], [1.707, 2.238, -1.594], [0.032, 2.827, -1.673], [-0.876, 3.420, 1.783], [-1.246, 3.494, 0.040], [-2.132, 1.387, -0.883], [-3.443, 0.267, -2.230], [-5.461, -1.100, -2.582], [-6.889, -1.715, -0.668], [-7.516, -0.534, 1.862], [-6.089, -0.779, 2.872], [-6.761, -2.122, 1.932], [-4.312, 0.455, 1.948], [5.183, 0.771, -2.901]], "mulliken_charge": [-1.4321, -0.2612, -0.2333, -1.6485, 0.1502, -0.0381, 0.1027, -1.2958, 1.4066, -0.6023, 0.8237, -0.7757, -1.0675, -0.5688, -0.7424, 0.8091, -0.5305, -1.0541, 0.2747, -0.6975, -1.0605, 0.1315, -1.2558, 0.7473, -0.6508, 0.0845, 0.4913, -0.7151, -0.8722, -0.5003, 0.9244, -1.7773, -0.4004, 0.6555, -0.6844, -0.0339, 0.4522, -0.6439, 0.3956, 0.3200, 0.3343, 0.5012, 0.0877, 0.1928, 0.5009, 0.6451, 0.3705, 0.4766, 0.0491, 0.2686, 0.4578, 0.4339, 0.4162, 0.4370, 0.3921, 0.3236, 0.3681, 0.3195, 0.4476, 0.6146, 0.4105, 0.4013, 0.1849, 0.4135, 0.4084, 0.4484, 0.3645, 0.3519, 0.3661, 0.5177, 0.2688], "e_above_lowest_kj_mol": 12.49, "mol_weight_g_mol": 539.66, "homo_energy_ev": -8.18, "gap_ev": 8.6, "smiles": "CCCCn1c(N)c(N(Cc2ccccc2OC)C(=O)CSCC(=O)Nc2cccc(C)c2)c(=O)[nH]c1=O"}

Entry 2:
{"formula": "C27H33N5PPdS2", "method": "ωB97M-V with the def2-TZVPD basis set", "symbols": ["Pd", "C", "C", "N", "C", "C", "N", "C", "C", "N", "C", "C", "N", "C", "C", "C", "C", "C", "C", "C", "N", "H", "H", "H", "H", "H", "H", "H", "H", "H", "H", "H", "H", "H", "H", "H", "H", "H", "H", "H", "H", "H", "H", "H", "S", "P", "S", "C", "C", "C", "C", "C", "C", "C", "C", "C", "C", "C", "C", "H", "H", "H", "H", "H", "H", "H", "H", "H", "H"], "xyz": [[0.728, -0.860, 2.850], [0.043, -2.723, -0.152], [-0.603, -1.665, 0.707], [-1.195, -1.747, 1.835], [-1.413, -2.961, 2.624], [-0.265, -3.947, 2.670], [0.981, -3.225, 3.033], [1.532, -3.646, 4.340], [2.712, -2.761, 4.662], [2.292, -1.359, 4.565], [1.451, -0.892, 5.688], [1.395, 0.617, 5.568], [1.209, 0.887, 4.145], [1.640, 1.936, 3.559], [2.315, 3.094, 4.216], [1.351, 2.010, 2.103], [1.614, 3.135, 1.356], [1.145, 3.192, 0.045], [0.393, 2.149, -0.440], [0.168, 1.036, 0.377], [0.684, 0.944, 1.599], [-0.726, -3.421, -0.496], [0.803, -3.295, 0.372], [0.501, -2.270, -1.026], [-2.329, -3.416, 2.238], [-1.646, -2.620, 3.634], [-0.135, -4.452, 1.717], [-0.477, -4.725, 3.404], [1.690, -3.436, 2.336], [1.856, -4.689, 4.298], [0.745, -3.579, 5.091], [3.515, -2.930, 3.943], [3.106, -2.980, 5.658], [3.106, -0.754, 4.509], [1.842, -1.220, 6.654], [0.447, -1.307, 5.574], [2.328, 1.055, 5.928], [0.572, 1.040, 6.146], [1.668, 3.972, 4.149], [3.247, 3.331, 3.701], [2.529, 2.924, 5.265], [2.152, 3.967, 1.783], [1.344, 4.058, -0.571], [-0.035, 2.181, -1.432], [-4.525, -0.390, -4.882], [-2.652, 0.185, -4.369], [-0.989, -0.144, -0.224], [-1.375, -0.377, -5.478], [-1.662, -0.749, -6.795], [-0.627, -1.139, -7.626], [0.677, -1.170, -7.148], [0.960, -0.810, -5.835], [-0.064, -0.422, -4.992], [-2.849, 1.953, -4.345], [-2.075, 2.776, -5.178], [-2.298, 4.136, -5.174], [-3.285, 4.681, -4.351], [-4.044, 3.871, -3.514], [-3.827, 2.507, -3.498], [-2.678, -0.717, -7.165], [-0.837, -1.418, -8.650], [1.479, -1.479, -7.804], [1.980, -0.839, -5.476], [0.147, -0.149, -3.964], [-1.334, 2.338, -5.835], [-1.722, 4.781, -5.825], [-3.464, 5.748, -4.370], [-4.806, 4.307, -2.882], [-4.411, 1.867, -2.847]], "lowdin_spin": [1.2901, 0.0039, 0.0356, 0.0453, 0.0037, 0.0060, 0.1041, 0.0060, 0.0098, 0.1675, 0.0074, 0.0100, 0.1490, 0.0087, 0.0055, 0.0080, 0.0013, -0.0038, 0.0033, 0.0084, 0.1009, 0.0011, 0.0003, 0.0003, -0.0001, 0.0009, 0.0007, 0.0020, 0.0017, 0.0026, 0.0003, -0.0002, 0.0060, 0.0017, 0.0038, 0.0015, 0.0029, 0.0004, -0.0007, 0.0011, 0.0004, 0.0006, -0.0002, 0.0009, 1.0272, 0.4792, 0.0085, 0.0826, 0.0252, 0.0031, 0.0208, 0.0002, 0.0214, 0.1288, 0.0402, 0.0161, 0.0726, -0.0029, 0.0673, 0.0022, 0.0006, 0.0010, -0.0003, 0.0035, 0.0014, 0.0003, 0.0033, -0.0013, 0.0009], "e_above_lowest_kj_mol": 28.81, "s2": 6.022, "mol_weight_g_mol": 629.12, "spin_multiplicity": 5, "homo_energy_ev": [-15.76, -16.35], "gap_ev": [7.4, 5.9], "total_charge": 3}

Entry 3:
{"formula": "C27H33O2SSiW", "method": "ωB97M-V with the def2-TZVPD basis set", "symbols": ["W", "O", "S", "C", "C", "C", "C", "C", "C", "C", "C", "C", "C", "C", "C", "H", "H", "H", "H", "H", "H", "H", "H", "H", "H", "C", "C", "C", "C", "H", "H", "H", "H", "H", "H", "H", "H", "H", "C", "C", "C", "C", "C", "C", "C", "C", "H", "H", "H", "H", "H", "C", "Si", "C", "C", "O", "H", "H", "H", "H", "H", "H", "H", "H", "H"], "xyz": [[1.044, -0.216, -0.282], [0.667, -0.975, 1.632], [0.003, -2.359, 1.896], [-0.833, -2.207, 3.481], [-1.300, -3.396, 4.019], [-2.059, -3.363, 5.173], [-2.326, -2.148, 5.786], [-1.819, -0.970, 5.260], [-1.057, -0.995, 4.103], [-1.486, -2.220, 0.894], [-1.812, -3.230, 0.004], [-2.910, -3.066, -0.823], [-3.661, -1.903, -0.756], [-3.341, -0.913, 0.158], [-2.256, -1.071, 1.000], [-1.088, -4.330, 3.525], [-2.444, -4.281, 5.589], [-2.926, -2.117, 6.680], [-2.013, -0.026, 5.745], [-0.653, -0.086, 3.682], [-1.221, -4.132, -0.035], [-3.177, -3.850, -1.513], [-4.499, -1.766, -1.419], [-3.934, -0.015, 0.225], [-2.026, -0.322, 1.744], [3.258, -1.417, 0.181], [2.787, -2.190, -1.071], [3.418, -3.586, -1.066], [1.258, -2.227, -1.053], [4.349, -1.354, 0.195], [2.952, -1.949, 1.095], [2.875, -0.328, 0.197], [3.119, -1.649, -1.971], [3.040, -4.167, -0.227], [4.501, -3.519, -0.990], [3.178, -4.110, -1.986], [0.931, -3.055, -0.409], [0.843, -2.384, -2.059], [-0.624, 0.948, -0.402], [-0.963, 2.119, -0.262], [-1.385, 3.457, -0.078], [-0.411, 4.439, 0.134], [-0.774, 5.757, 0.323], [-2.114, 6.112, 0.308], [-3.087, 5.145, 0.105], [-2.733, 3.823, -0.087], [0.630, 4.149, 0.149], [-0.014, 6.509, 0.481], [-2.397, 7.143, 0.457], [-4.129, 5.429, 0.092], [-3.490, 3.070, -0.248], [0.579, 1.833, -4.088], [2.175, 1.404, -3.125], [3.517, 0.585, -4.211], [2.885, 2.906, -2.162], [1.730, 0.385, -1.938], [0.746, 2.678, -4.745], [-0.227, 2.087, -3.403], [0.241, 1.001, -4.699], [3.790, 1.259, -5.015], [3.171, -0.339, -4.667], [4.424, 0.361, -3.654], [2.641, 3.844, -2.646], [3.966, 2.863, -2.070], [2.466, 2.924, -1.153]], "mulliken_charge": [1.3564, -0.6357, 0.2446, 0.6824, -0.3993, -0.6711, -0.4716, -0.8431, -0.1831, 1.1413, -0.5197, -0.7221, -0.6135, -0.4150, -0.6846, 0.4264, 0.4106, 0.4056, 0.4290, 0.5018, 0.4364, 0.4460, 0.4343, 0.4117, 0.3048, -1.2323, 0.8390, -1.6477, -0.9944, 0.5466, 0.2270, 0.2730, -0.0414, 0.3453, 0.4418, 0.3994, 0.3155, 0.3634, -0.7871, 1.0567, 0.1617, -0.3998, -0.6545, -0.3944, -0.5807, -0.4364, 0.3548, 0.4113, 0.4005, 0.3953, 0.4403, -1.0298, 0.3173, -1.1806, -0.9522, -0.2950, 0.4055, 0.2547, 0.3242, 0.3771, 0.3413, 0.3354, 0.3791, 0.3259, 0.1215], "e_above_lowest_kj_mol": 84.84, "mol_weight_g_mol": 633.55, "homo_energy_ev": [-10.45, -10.42], "gap_ev": [6.9, 6.9], "total_charge": 1}